Entry a
Formula: C8H14N3
Source: the Open Molecules 2025 dataset
Level of theory: the ωB97M-V functional and the def2-TZVPD basis

```
25
Properties=species:S:1:pos:R:3:mulliken_charge:R:1
C 2.5461 1.6732 -0.2895 -0.70
C 3.8070 1.0326 -0.1707 -0.20
C 1.6188 0.6097 -0.2374 0.35
C -1.5087 0.9600 -1.3563 -0.40
C -1.7869 0.9956 0.1304 0.12
C -3.3804 -1.0368 0.4664 -1.14
C 1.6026 -1.8368 0.1279 -0.60
C -2.7945 0.2645 1.0210 -0.81
N 3.6178 -0.2792 -0.0562 -0.27
N 2.2699 -0.5735 -0.0904 0.25
N -0.9287 0.0931 -0.4526 -0.22
H 2.2190 2.6960 -0.3675 0.39
H 4.8271 1.4839 -0.2016 0.42
H -2.2055 0.5858 -2.1012 0.24
H -0.9749 1.8113 -1.8728 0.22
H -1.4412 1.9497 0.4705 0.40
H -4.1077 -1.3150 1.1806 0.38
H -2.4830 -1.7366 0.4307 0.25
H -3.9098 -0.9592 -0.4133 0.35
H 0.7160 -1.5018 0.5033 0.31
H 1.4616 -2.4206 -0.7854 0.26
H 2.3357 -2.4110 0.8248 0.31
H -2.2543 0.0441 1.8722 0.34
H -3.5379 0.9601 1.3610 0.47
H 4.2920 -1.0889 0.0061 0.28
```

## Properties
Total charge: +1
Gap between HOMO and LUMO (alpha / beta) (eV): 7.33 / 8.96

---

Entry b
Formula: C8H14N3
Source: the Open Molecules 2025 dataset
Level of theory: the ωB97M-V functional and the def2-TZVPD basis

```
25
Properties=species:S:1:pos:R:3:mulliken_charge:R:1
H 0.0020 2.5459 1.1046 0.13
N -0.7138 1.8160 0.9861 -0.67
C -0.6289 0.9092 0.1169 0.04
C -1.8462 0.0577 -0.0396 0.51
C -3.0267 0.6389 0.0667 -0.73
N -1.7378 -1.2946 -0.3173 -0.45
C -0.6304 -1.8961 -0.3263 -0.20
C 0.7043 -1.1688 -0.0116 -0.23
C 1.0045 -1.3476 1.5070 -1.27
C 0.6612 0.3171 -0.4550 0.55
C 0.5289 0.4722 -1.8883 -1.53
N 1.7183 1.1347 0.2048 -0.03
H -3.8229 -0.0807 -0.3166 0.28
H -3.3731 1.5685 0.5361 0.34
H -0.6610 -3.0239 -0.3978 0.41
H 1.5411 -1.6065 -0.6022 0.41
H 0.1226 -0.8508 2.0053 0.37
H 1.9189 -0.8637 1.9736 0.45
H 0.8756 -2.4701 1.5954 0.41
H 1.4788 0.0002 -2.3091 0.44
H 0.2491 1.4801 -2.2111 0.37
H -0.3458 -0.1241 -2.1439 0.40
H 1.4351 2.1658 0.4010 0.31
H 2.5541 1.1201 -0.5427 0.47
H 1.9922 0.5005 1.0640 0.21
```

## Properties
Total charge: +1
Gap between HOMO and LUMO (eV): 9.26
SMILES: [H]/N=C1/C(=C)N=C[C@H](C)[C@]1(C)[NH3+]

---

Result of the stability comparison: entry b is the most stable of them.

---

Entry a
Formula: C5H6N2O3
Source: the Open Molecules 2025 dataset
Level of theory: the ωB97M-V functional and the def2-TZVPD basis

```
16
Properties=species:S:1:pos:R:3:mulliken_charge:R:1
C 2.0939 -2.3849 1.6313 0.14
C 0.4261 0.9013 0.7388 0.62
C -0.5083 2.1649 -1.0757 0.62
C -0.5880 1.0659 -1.9539 -0.87
C -0.7678 0.0450 0.4332 -0.43
N 1.2305 -2.9910 1.1945 -0.48
N -0.7612 -1.2329 0.4778 -0.30
O -1.2085 3.1508 -1.1315 -0.58
O 1.3935 0.6637 1.3815 -0.51
O 0.4659 1.9788 -0.1153 -0.31
H 2.5793 -1.7479 2.3765 0.28
H 0.1620 0.3043 -1.9256 0.38
H -1.3130 1.0544 -2.6904 0.34
H -1.7614 0.4898 0.1930 0.52
H -1.5245 -1.7511 -0.0394 0.28
H 0.0814 -1.7108 0.5050 0.30
```

## Properties
Total charge: 0
Gap between HOMO and LUMO (alpha / beta) (eV): 6.46 / 7.99

---

Entry b
Formula: C5H6N2O3
Source: the Open Molecules 2025 dataset
Level of theory: the ωB97M-V functional and the def2-TZVPD basis

```
16
Properties=species:S:1:pos:R:3:mulliken_charge:R:1
C -1.2409 1.4825 0.1389 -0.32
C -2.1010 -0.7701 -0.4597 0.69
C 0.1661 1.3750 -0.0071 -0.60
C 0.9767 0.2369 0.9010 -0.51
C 0.5742 -1.0638 0.3723 -0.79
N -1.9547 0.3591 -0.0500 -0.30
N 1.0715 -1.4125 -0.8203 0.96
O 1.0917 -2.5694 -1.3266 -0.64
O -2.4342 -1.8329 -0.7595 -0.37
O 1.5439 -0.4334 -1.4738 -0.65
H -1.7904 2.2305 0.6383 0.44
H 0.6883 0.9111 -0.9478 0.45
H 0.6988 2.2778 0.1235 0.42
H 2.0575 0.4503 0.7454 0.33
H 0.8016 0.4059 1.9768 0.32
H -0.1489 -1.6471 0.9486 0.57
```

## Properties
Total charge: 0
Gap between HOMO and LUMO (alpha / beta) (eV): 7.52 / 5.94

---

Result of the stability comparison: entry a is the most stable of them.

---

Entry a
Formula: C4H12O2S2
Source: the Open Molecules 2025 dataset
Level of theory: the ωB97M-V functional and the def2-TZVPD basis

```
20
Properties=species:S:1:pos:R:3:mulliken_charge:R:1
C 49.8370 29.6250 2.3220 -1.05
S 49.9640 28.3730 1.0780 0.61
O 48.5650 27.8250 0.8270 -0.61
C 50.3540 29.4470 -0.2720 -0.96
H 49.1810 30.4280 2.0680 0.35
H 50.7950 30.2670 2.4600 0.33
H 49.4980 29.3470 3.2940 0.35
H 49.6980 30.2950 -0.2630 0.34
H 50.0700 28.8100 -1.2370 0.28
H 51.4200 29.6220 -0.3400 0.37
C 50.2980 22.9730 2.9580 -0.88
S 49.2680 22.9960 1.3720 0.43
O 47.8060 22.9250 1.8290 -0.61
C 49.5570 24.6810 1.0390 -0.92
H 49.9970 22.0180 3.5810 0.30
H 50.0090 23.8640 3.5320 0.28
H 51.4290 22.8220 2.6830 0.31
H 49.0560 25.2710 1.7030 0.43
H 49.4820 24.6590 -0.1170 0.27
H 50.6060 24.9230 1.3600 0.38
```

## Properties
Total charge: 0
Gap between HOMO and LUMO (eV): 9.25

---

Entry b
Formula: C4H12O2S2
Source: the Open Molecules 2025 dataset
Level of theory: the ωB97M-V functional and the def2-TZVPD basis

```
20
Properties=species:S:1:pos:R:3:mulliken_charge:R:1
C 50.0420 50.0070 1.0150 -0.91
S 48.3850 49.2760 0.7480 0.48
O 47.6030 50.5850 0.7050 -0.63
C 48.6020 48.7810 -0.8480 -0.44
H 50.1570 50.9270 0.2930 0.31
H 50.6410 49.3580 0.6430 0.31
H 50.1410 50.1920 2.0690 0.34
H 47.6880 48.4800 -1.4090 0.33
H 49.2910 47.9290 -0.9410 -0.02
H 49.3260 49.6490 -1.5010 0.26
C 52.3980 45.0260 -1.6620 -0.87
S 50.6470 45.1190 -1.4420 0.47
O 50.1760 43.6190 -1.1540 -0.65
C 50.7730 45.8090 0.1340 -1.48
H 52.5610 46.1210 -2.1260 0.28
H 52.6310 44.2200 -2.4600 0.30
H 52.9320 44.9240 -0.8510 0.38
H 51.3910 46.6460 0.3750 0.45
H 51.0200 45.0600 0.7730 0.54
H 49.8950 46.0660 0.4710 0.56
```

## Properties
Total charge: 0
Gap between HOMO and LUMO (eV): 9.54

---

Result of the stability comparison: entry a is the most stable of them.

---

Entry a
Formula: BrH2PS
Source: the Open Molecules 2025 dataset
Level of theory: the ωB97M-V functional and the def2-TZVPD basis

```
5
Properties=species:S:1:pos:R:3:mulliken_charge:R:1
P -0.2677 -0.6660 -1.2111 -0.08
S 0.1111 1.7777 1.9482 -0.41
Br -0.9181 0.8777 0.2539 0.25
H -0.0345 -1.5290 -0.1622 0.12
H 1.1092 -0.4604 -0.8288 0.12
```

## Properties
Total charge: 0
Gap between HOMO and LUMO (eV): 7.02

---

Entry b
Formula: BrH2PS
Source: the Open Molecules 2025 dataset
Level of theory: the ωB97M-V functional and the def2-TZVPD basis

```
5
Properties=species:S:1:pos:R:3:mulliken_charge:R:1
P 1.0104 0.2839 -0.9099 -0.03
S -1.1067 -0.2301 1.0697 -0.19
Br -2.5238 -1.2826 0.0328 0.01
H 0.9294 1.6424 -0.4048 0.10
H 1.6908 -0.4136 0.2123 0.11
```

## Properties
Total charge: 0
Gap between HOMO and LUMO (alpha / beta) (eV): 6.68 / 6.47

---

Result of the stability comparison: entry b is the most stable of them.

---

Entry a
Formula: C4H12S3
Source: the Open Molecules 2025 dataset
Level of theory: the ωB97M-V functional and the def2-TZVPD basis

```
19
Properties=species:S:1:pos:R:3:mulliken_charge:R:1
C -0.4332 1.7724 -1.5372 -1.10
C -1.1794 2.2668 -0.3044 -0.37
S -1.1842 1.0133 1.0370 -0.01
C -2.0868 1.9737 2.2600 -0.90
H -0.4673 2.5698 -2.2832 0.37
H -0.8730 0.8812 -1.9748 0.30
H 0.6161 1.5871 -1.3152 0.24
H -2.2248 2.4651 -0.5425 0.33
H -0.7337 3.1920 0.0585 0.33
H -1.5628 2.8986 2.4959 0.26
H -3.0791 2.2040 1.8732 0.29
H -2.1796 1.3881 3.1716 0.33
C 0.5177 -3.2841 -0.3909 -0.78
S 0.8293 -1.7522 -1.2656 -0.04
S 2.1450 -0.8138 0.0332 -0.21
H 1.4056 -3.9046 -0.3086 0.31
H -0.2140 -3.8001 -1.0200 0.28
H 0.0720 -3.1006 0.5834 0.27
H 1.1961 -0.1415 0.7004 0.10
```

## Properties
Total charge: 0
Gap between HOMO and LUMO (eV): 9.25
SMILES: CCSC.CSS

---

Entry b
Formula: C4H12S3
Source: the Open Molecules 2025 dataset
Level of theory: the ωB97M-V functional and the def2-TZVPD basis

```
19
Properties=species:S:1:pos:R:3:mulliken_charge:R:1
C -1.2285 -0.7223 1.4281 -1.00
C -1.4280 -0.0469 0.0953 -0.40
S -0.9206 1.7378 0.2346 -0.08
S -2.2006 2.5808 -1.1841 -0.25
H -2.0229 -0.4624 2.1303 0.37
H -0.2749 -0.4521 1.8820 0.20
H -1.2593 -1.8123 1.3475 0.27
H -2.4683 -0.0329 -0.2191 0.44
H -0.8396 -0.4938 -0.7022 0.30
H -1.4127 2.4726 -2.2777 0.16
C 1.8385 -3.4542 -0.4441 -1.08
C 2.3729 -2.5204 0.6269 -0.32
S 2.2356 -0.7805 0.0189 -0.26
H 2.2080 -3.1101 -1.4146 0.31
H 0.7536 -3.4828 -0.4621 0.26
H 2.2513 -4.4578 -0.3439 0.33
H 1.8297 -2.5893 1.5676 0.28
H 3.4107 -2.7011 0.8919 0.36
H 2.3920 -0.2096 1.2386 0.12
```

## Properties
Total charge: 0
Gap between HOMO and LUMO (eV): 9.56
SMILES: CCSS.CCS

---

Result of the stability comparison: entry a is the most stable of them.

---

Entry a
Formula: C2H6ClNO2S2
Source: the Open Molecules 2025 dataset
Level of theory: the ωB97M-V functional and the def2-TZVPD basis

```
14
Properties=species:S:1:pos:R:3:mulliken_charge:R:1
C 0.4714 -1.9990 -0.1311 -0.78
C 0.9215 1.9613 -0.0704 -0.89
N 0.3350 -0.6159 -0.5252 -0.36
O -1.5058 1.0508 0.3165 -0.31
O 0.2613 0.2678 1.9039 -0.62
S -2.3322 0.5247 -0.9694 0.20
S 0.0888 0.4688 0.4982 1.06
Cl -3.0080 -1.2697 -0.3751 -0.14
H -0.1672 -2.2506 0.7171 0.32
H 0.1958 -2.6128 -0.9866 0.28
H 1.5079 -2.2125 0.1442 0.29
H 0.6088 2.7801 0.5647 0.34
H 1.9863 1.7873 0.0147 0.32
H 0.6365 2.1198 -1.1014 0.31
```

## Properties
Total charge: 0
Gap between HOMO and LUMO (eV): 9.24

---

Entry b
Formula: C2H6ClNO2S2
Source: the Open Molecules 2025 dataset
Level of theory: the ωB97M-V functional and the def2-TZVPD basis

```
14
Properties=species:S:1:pos:R:3:mulliken_charge:R:1
C -0.9807 0.1241 -0.8328 -1.05
C -0.0632 -1.0201 -0.6566 -0.16
N 0.6921 -1.1356 0.5466 -0.26
O 3.3027 0.4463 0.4836 -0.43
O 5.2312 1.8743 -0.1488 -0.37
S 2.2118 -1.1143 0.6617 0.29
S 4.9313 0.6779 0.5169 0.70
Cl 5.2594 -0.9537 -0.9532 -0.34
H -0.5110 1.1699 -0.8283 0.25
H -1.6148 0.0483 -1.6965 0.35
H -1.8867 0.1318 -0.1454 0.27
H -0.6310 -2.0540 -0.7871 0.21
H 0.6136 -1.0144 -1.4386 0.34
H 2.6910 -1.6369 -0.5067 0.19
```

## Properties
Total charge: 0
Gap between HOMO and LUMO (eV): 9.49

---

Result of the stability comparison: entry a is the most stable of them.

---

Entry a
Formula: C2H10NO
Source: the Open Molecules 2025 dataset
Level of theory: the ωB97M-V functional and the def2-TZVPD basis

```
14
Properties=species:S:1:pos:R:3:mulliken_spin:R:1
N 1.9910 0.3064 -1.1751 0.00
H 2.7881 0.0128 -0.6371 0.00
H 1.1746 0.8706 -0.8021 0.00
H 1.4490 -0.5205 -1.5370 0.00
H 2.4885 0.7577 -1.9367 0.00
C -0.8181 -0.1853 -0.0949 0.08
O -0.6332 1.1885 -0.0108 0.67
C -1.2259 -0.6645 1.3779 0.14
H 0.0350 -0.8014 -0.3443 0.01
H -1.6787 -0.2214 -0.7705 0.10
H -1.3482 1.6106 0.6678 -0.01
H -2.1908 -0.1665 1.6232 0.00
H -0.4968 -0.4498 2.1753 0.00
H -1.5344 -1.7372 1.4644 0.01
```

## Properties
Total charge: +2
Spin multiplicity: 2
Gap between HOMO and LUMO (alpha / beta) (eV): 14.29 / 7.73

---

Entry b
Formula: C2H10NO
Source: the Open Molecules 2025 dataset
Level of theory: the ωB97M-V functional and the def2-TZVPD basis

```
14
Properties=species:S:1:pos:R:3:mulliken_spin:R:1
C 0.0310 -1.6752 0.6234 0.01
N -0.3223 -0.4007 -0.0551 0.01
C -0.1506 -0.5333 -1.5481 0.00
H -0.3144 -2.5155 0.0064 0.01
H 1.0918 -1.7174 0.8224 0.00
H -0.5553 -1.8700 1.5227 0.00
H 0.2132 0.4002 0.3174 0.00
H -1.3038 -0.1522 0.0849 0.00
H 0.8834 -0.7887 -1.7973 0.00
H -0.2669 0.4456 -2.0169 0.00
H -0.8190 -1.3049 -1.9200 0.00
H 0.9983 2.4366 1.6465 -0.02
H 0.3687 3.1266 0.3523 -0.02
O 0.3495 2.2672 0.8903 1.00
```

## Properties
Total charge: +2
Spin multiplicity: 2
Gap between HOMO and LUMO (alpha / beta) (eV): 12.11 / 4.21

---

Result of the stability comparison: entry a is the most stable of them.

---

Entry a
Formula: C6H12O2
Source: the Open Molecules 2025 dataset
Level of theory: the ωB97M-V functional and the def2-TZVPD basis

```
20
Properties=species:S:1:pos:R:3:mulliken_spin:R:1
C 2.4834 -1.3336 -1.6163 0.01
C 1.2422 -0.5234 -1.3693 0.08
C 0.7295 -0.2897 -0.1592 0.41
C -0.6234 0.3175 0.0555 0.78
C -0.7234 1.6171 0.3353 -0.81
O 0.3294 2.4672 0.1525 -0.19
C -1.9070 2.2972 0.9159 0.57
H 3.4103 -0.7868 -1.4011 -0.02
H 2.4990 -2.1591 -0.9143 -0.04
H 2.6159 -1.6827 -2.6350 -0.02
H 0.6804 -0.1627 -2.2207 0.07
H 1.2162 -0.7664 0.6790 0.06
H -1.3625 -0.4721 0.1489 -0.23
H 1.0844 1.9723 -0.1941 0.11
H -2.6003 1.6369 1.4375 -0.16
H -2.4511 2.8095 0.1031 -0.06
H -1.6535 3.1117 1.6019 0.00
H -2.0803 -2.9118 1.0425 -0.21
H -1.5894 -2.5019 2.4784 -0.29
O -1.2999 -2.6392 1.5597 0.95
```

## Properties
Total charge: -1
Spin multiplicity: 2
Gap between HOMO and LUMO (alpha / beta) (eV): 2.41 / 8.66

---

Entry b
Formula: C6H12O2
Source: the Open Molecules 2025 dataset
Level of theory: the ωB97M-V functional and the def2-TZVPD basis

```
20
Properties=species:S:1:pos:R:3:mulliken_spin:R:1
C 2.0368 0.5009 0.9534 -0.06
C 1.4047 -0.7900 0.5888 0.63
O 1.0478 -0.9863 -0.5950 0.24
C 1.1483 -1.7934 1.7069 -0.04
H 1.9912 1.2785 0.1910 0.01
H 3.0745 0.3868 1.2667 0.04
H 1.5067 0.9732 1.7806 0.05
H 1.9758 -1.6735 2.4062 0.04
H 1.1340 -2.7757 1.2347 0.03
H 0.2931 -1.5145 2.3224 0.04
C -0.8054 1.5540 -1.6115 0.02
C -2.0370 0.9569 -0.8793 0.05
O -2.8926 1.6524 -0.2936 -0.03
C -2.0565 -0.5307 -0.9592 0.00
H -1.0525 2.0688 -2.5399 -0.01
H 0.0032 0.8261 -1.6782 0.00
H -0.4694 2.4327 -1.0610 0.00
H -3.0211 -0.8609 -1.3448 -0.01
H -2.0289 -0.7908 0.0989 0.02
H -1.2527 -0.9147 -1.5872 -0.01
```

## Properties
Total charge: -1
Spin multiplicity: 2
Gap between HOMO and LUMO (alpha / beta) (eV): 2.98 / 7.10

---

Result of the stability comparison: entry b is the most stable of them.